No. 1
ORCA calculation (ωB97M-V with the def2-TZVPD basis set) on C5H10N2 in the gas phase.

Each atom is followed by the atoms it is bonded to, with distances in Å.
Positions of all 17 atoms, in Å:
1 C -2.0346 -0.3070 0.1316  C2 1.512, H8 1.095, H9 1.095, H10 1.096
2 C -1.1259 -0.3174 -1.0763  C1 1.512, N3 1.464, C4 1.483, H11 1.090
3 N -0.3067 0.8474 -1.4164  C2 1.464, C4 1.464, H12 1.019
4 C 0.3471 -0.3584 -0.9060  C2 1.483, N3 1.464, C5 1.506, H13 1.090
5 C 0.9546 -0.4680 0.4681  C4 1.506, C6 1.480, N7 1.459, H14 1.090
6 C 2.1909 0.2650 0.8197  C5 1.480, N7 1.464, H15 1.088, H16 1.089
7 N 0.9156 0.6117 1.4489  C5 1.459, C6 1.464, H17 1.017
8 H -2.9961 0.1624 -0.1031  C1 1.095
9 H -1.5858 0.2295 0.9747  C1 1.095
10 H -2.2318 -1.3320 0.4657  C1 1.096
11 H -1.5436 -0.8057 -1.9567  C2 1.090
12 H -0.4048 1.5638 -0.6981  N3 1.019
13 H 0.9328 -0.8712 -1.6690  C4 1.090
14 H 0.8115 -1.4485 0.9229  C5 1.090
15 H 2.9251 -0.1827 1.4855  C6 1.088
16 H 2.6000 0.9449 0.0745  C6 1.089
17 H 0.5517 1.4662 1.0338  N7 1.017

Summary:
* total energy: -305.94718 hartree
* E_HOMO: -9.30 eV
* SMILES: C[C@H]1N[C@H]1[C@H]1CN1
* ΔE to the lowest compared entry with this formula, charge and spin: 201.3 kJ/mol

=====

No. 2
ORCA calculation (ωB97M-V with the def2-TZVPD basis set) on 2 unconnected molecules or ions with the total composition C5H10N2 at a distorted geometry.

Each atom is followed by the atoms it is bonded to, with distances in Å.
Positions of all 17 atoms, in Å:
1 C 1.5339 -1.1046 1.0760  N4 1.261, H8 1.086, H10 1.092
2 N 1.1161 0.5092 -1.0948  C3 1.434, H5 1.013, H6 1.014
3 C 0.7878 0.9517 0.2291  N2 1.434, N4 1.416, H7 1.094, C11 1.683
4 N 1.0558 0.0439 1.2817  C1 1.261, C3 1.416
5 H 1.0113 1.2598 -1.7669  N2 1.013
6 H 0.5278 -0.2633 -1.3869  N2 1.014
7 H 1.3634 1.8600 0.4323  C3 1.094
8 H 1.6995 -1.7448 1.9376  C1 1.086
9 H -1.1430 -1.7896 0.8590  C12 1.065
10 H 1.8458 -1.4843 0.1010  C1 1.092
11 C -0.8140 1.4290 0.4281  C3 1.683, H14 1.091, H15 1.087, H16 1.083
12 C -1.4832 -1.5522 -0.1218  H9 1.065, C13 1.211
13 C -1.8614 -1.5168 -1.2714  C12 1.211, H17 1.051
14 H -0.7770 2.0422 1.3299  C11 1.091
15 H -1.0671 2.0440 -0.4322  C11 1.087
16 H -1.6125 0.7370 0.6666  C11 1.083
17 H -2.1832 -1.4211 -2.2672  C13 1.051

Summary:
* total energy: -305.89639 hartree
* E_HOMO: -9.18 eV
* SMILES: C=N[C@H](C)N.C#C
* ΔE to the lowest compared entry with this formula, charge and spin: 334.7 kJ/mol